No. 1
Here is a 2-piece molecular cluster, C2H7N3O2 overall from OMol25. Energies are from ωB97M-V with the def2-TZVPD basis set.

Values from the calculation:
Relative energy (zero: lowest compared OMol25 entry of this formula, charge and spin), kcal/mol: 41.9
Strongest force on any atom, eV/Å: 2.16
HOMO energy, eV: -8.02

Geometry as ORCA input:
```
! wB97M-V def2-TZVPD RIJCOSX def2/J DEFGRID3
* xyz 0 1
N 0.624 0.068 2.020
C -0.069 0.740 1.087
N -1.365 0.621 0.968
H 0.140 -0.550 2.643
H 1.604 -0.070 1.944
H 0.416 1.402 0.354
H -1.906 1.374 0.578
H -1.633 -0.340 0.781
N 1.077 -0.174 -1.686
C -0.264 -0.702 -1.581
O -0.494 -1.459 -0.578
O -1.082 -0.241 -2.414
H 1.197 0.202 -2.604
H 1.755 -0.872 -1.511
*
```


No. 2
Here is C28H34Cl3GeN6O11PSTi as an isolated structure from OMol25. Energies are from ωB97M-V with the def2-TZVPD basis set.

Values from the calculation:
Relative energy (zero: lowest compared OMol25 entry of this formula, charge and spin), kcal/mol: 28.8
<S²>: 3.79
Strongest force on any atom, eV/Å: 0.88
HOMO energy (spin up / spin down), eV: -3.39 / -6.44

Geometry as ORCA input:
```
! wB97M-V def2-TZVPD RIJCOSX def2/J DEFGRID3
* xyz -1 4
Ti 0.228 -0.501 0.475
O 0.670 0.565 -1.151
N 1.134 0.240 -2.360
C 2.169 -0.636 -2.423
C 2.731 -0.996 -3.614
C 2.228 -0.429 -4.786
C 1.183 0.449 -4.704
C 0.588 0.796 -3.473
S -0.775 1.825 -3.456
H 2.489 -1.003 -1.460
H 3.552 -1.698 -3.620
H 2.660 -0.671 -5.748
H 0.769 0.916 -5.585
N 2.500 1.820 1.096
N 1.215 1.310 1.552
H 2.291 2.413 0.296
H 2.974 1.012 0.701
H 0.584 2.109 1.599
H 1.348 1.013 2.515
Cl 1.463 4.086 -2.054
Ge -0.519 3.268 -1.396
Cl -1.992 4.680 -2.261
Cl -0.491 4.052 0.755
O 1.283 -1.376 2.512
C 2.249 -1.540 1.753
O 2.164 -1.244 0.505
C 3.558 -2.044 2.267
C 3.672 -2.368 3.611
C 4.878 -2.822 4.149
C 5.937 -2.925 3.282
O 7.213 -3.342 3.553
C 7.939 -3.210 2.333
O 7.030 -2.810 1.314
C 5.825 -2.604 1.941
C 4.651 -2.159 1.397
H 2.798 -2.256 4.238
H 4.978 -3.075 5.195
H 8.378 -4.174 2.070
H 8.712 -2.446 2.454
H 4.555 -1.907 0.351
C -2.859 -3.294 -1.763
P -2.310 -1.706 -2.421
C -1.203 -2.142 -3.781
C -3.755 -0.979 -3.219
O -1.720 -0.803 -1.402
H -3.166 -3.971 -2.561
H -3.699 -3.130 -1.087
H -2.044 -3.729 -1.184
H -1.664 -2.886 -4.432
H -0.278 -2.549 -3.369
H -0.975 -1.249 -4.360
H -4.187 -1.643 -3.968
H -3.451 -0.041 -3.685
H -4.498 -0.759 -2.451
O -2.517 -1.802 1.710
C -2.065 -0.616 2.200
O -1.332 0.138 1.468
C -2.431 -0.286 3.513
C -2.021 0.963 4.066
C -2.312 1.290 5.358
C -3.039 0.389 6.159
C -3.488 -0.835 5.629
C -3.197 -1.161 4.336
N -3.326 0.716 7.507
O -3.966 -0.091 8.190
O -2.915 1.789 7.957
H -1.483 1.657 3.434
H -2.000 2.232 5.783
H -4.061 -1.498 6.260
H -3.548 -2.095 3.923
N -0.513 -2.370 0.545
C -1.541 -2.700 1.133
N -1.967 -4.027 1.382
C -0.984 -4.835 2.095
C -1.351 -6.297 1.948
O -2.669 -6.557 2.410
C -3.608 -5.755 1.715
C -3.309 -4.276 1.884
H -0.958 -4.566 3.162
H -0.003 -4.643 1.664
H -0.686 -6.927 2.540
H -1.271 -6.585 0.890
H -4.588 -5.999 2.125
H -3.592 -6.010 0.646
H -3.405 -4.015 2.946
H -4.032 -3.682 1.326
*
```


No. 3
Here is C27H33BrClN5O6S3Tm as an isolated structure from OMol25. Energies are from ωB97M-V with the def2-TZVPD basis set.

Values from the calculation:
Relative energy (zero: lowest compared OMol25 entry of this formula, charge and spin), kcal/mol: 0.0
<S²>: 2.00
Strongest force on any atom, eV/Å: 3.13
HOMO energy (spin up / spin down), eV: -10.05 / -10.06

Geometry as ORCA input:
```
! wB97M-V def2-TZVPD RIJCOSX def2/J DEFGRID3
* xyz 1 3
Tm 1.425 0.214 -0.913
C -0.870 1.977 1.818
C -0.900 3.141 0.839
S -0.300 2.698 -0.810
C 0.843 4.055 -1.170
C 1.955 4.268 -0.149
S 2.955 2.781 0.096
C 3.073 2.668 1.889
C 1.760 2.479 2.641
S 0.724 1.136 1.996
H -1.193 2.315 2.804
H -1.564 1.198 1.503
H -1.931 3.477 0.743
H -0.325 3.987 1.211
H 1.261 3.796 -2.144
H 0.268 4.973 -1.294
H 2.612 5.061 -0.507
H 1.559 4.590 0.812
H 3.733 1.814 2.054
H 3.590 3.548 2.273
H 1.977 2.259 3.686
H 1.166 3.391 2.625
Br -4.635 4.095 2.135
C -5.017 2.668 0.955
C -4.582 2.737 -0.362
C -4.855 1.689 -1.227
C -5.573 0.588 -0.774
C -6.054 0.561 0.525
C -5.757 1.590 1.408
N -6.002 -0.498 -1.637
N -5.230 -1.059 -2.425
C -3.817 -0.758 -2.423
C -3.243 -0.382 -3.605
C -1.884 -0.013 -3.689
C -1.081 -0.051 -2.576
O 0.186 0.312 -2.558
C -1.646 -0.566 -1.365
N -0.773 -0.729 -0.325
C -1.199 -1.297 0.782
C -2.522 -1.734 0.948
C -3.414 -1.553 -0.073
C -2.997 -0.941 -1.277
H -4.052 3.610 -0.719
H -4.524 1.746 -2.256
H -6.669 -0.273 0.841
H -6.122 1.565 2.425
H -3.871 -0.332 -4.486
H -1.461 0.317 -4.628
H -0.464 -1.434 1.568
H -2.815 -2.217 1.870
H -4.431 -1.908 0.029
O 4.744 0.173 -3.083
Cl 3.594 0.180 -2.278
O 2.715 -0.973 -2.505
O 3.873 0.146 -0.841
O 2.743 1.357 -2.484
C 3.966 -1.356 2.041
N 3.595 -2.606 1.390
C 4.422 -3.787 1.639
C 3.670 -5.045 1.261
C 3.104 -4.889 -0.134
N 2.258 -3.698 -0.184
C 1.133 -3.653 -1.114
C 2.583 -2.591 0.506
O 1.920 -1.525 0.346
H 4.689 -1.587 2.819
H 3.095 -0.889 2.499
H 4.420 -0.659 1.335
H 4.678 -3.797 2.698
H 5.356 -3.708 1.073
H 2.854 -5.215 1.967
H 4.339 -5.903 1.305
H 2.491 -5.746 -0.406
H 3.909 -4.809 -0.871
H 0.967 -4.662 -1.483
H 1.335 -3.007 -1.967
H 0.230 -3.312 -0.611
*
```


No. 4
Here is C39H62AsN5NiPSi4Te as an isolated structure from OMol25. Energies are from ωB97M-V with the def2-TZVPD basis set.

Values from the calculation:
Relative energy (zero: lowest compared OMol25 entry of this formula, charge and spin), kcal/mol: 15.1
<S²>: 2.02
Strongest force on any atom, eV/Å: 0.54
HOMO energy (spin up / spin down), eV: -9.40 / -9.45

Geometry as ORCA input:
```
! wB97M-V def2-TZVPD RIJCOSX def2/J DEFGRID3
* xyz 1 3
Ni 1.035 -0.982 0.161
C 5.962 -2.211 1.932
N 5.101 -1.685 0.882
C 5.728 -1.148 -0.317
C 3.751 -1.718 0.953
N 2.958 -1.535 -0.046
N 3.245 -1.935 2.229
C 1.952 -2.275 2.589
N 1.847 -2.647 3.888
N 0.966 -2.202 1.767
H 6.912 -2.499 1.490
H 5.531 -3.106 2.378
H 6.166 -1.470 2.712
H 6.745 -0.851 -0.075
H 5.193 -0.260 -0.654
H 5.765 -1.883 -1.127
H 3.438 -1.496 -0.933
H 3.876 -1.756 2.991
H 2.642 -2.992 4.395
H 0.938 -2.877 4.250
H 0.095 -2.537 2.165
C -2.028 -2.176 -0.562
C -2.654 -0.859 -0.124
As -4.238 -0.962 1.071
C -3.435 -2.097 2.454
C -3.353 -3.488 2.413
C -2.697 -4.190 3.414
C -2.111 -3.508 4.472
C -2.182 -2.122 4.524
C -2.845 -1.424 3.521
C -5.299 -2.268 0.081
C -6.136 -3.162 0.743
C -6.965 -4.016 0.029
C -6.976 -3.979 -1.357
C -6.161 -3.078 -2.026
C -5.330 -2.227 -1.310
P -0.393 -1.948 -1.355
C -0.704 -0.999 -2.865
C 0.292 -0.166 -3.361
C 0.101 0.527 -4.546
C -1.099 0.414 -5.231
C -2.112 -0.392 -4.728
C -1.914 -1.099 -3.553
C 0.064 -3.627 -1.880
C 1.022 -4.316 -1.143
C 1.360 -5.619 -1.477
C 0.746 -6.242 -2.552
C -0.210 -5.561 -3.294
C -0.552 -4.261 -2.959
H -2.695 -2.761 -1.201
H -1.812 -2.806 0.305
H -2.927 -0.246 -0.985
H -1.934 -0.263 0.444
H -3.812 -4.033 1.598
H -2.657 -5.271 3.375
H -1.627 -4.062 5.269
H -1.756 -1.582 5.362
H -2.917 -0.343 3.583
H -6.148 -3.196 1.826
H -7.608 -4.707 0.558
H -7.625 -4.642 -1.914
H -6.178 -3.031 -3.107
H -4.713 -1.517 -1.851
H 1.219 -0.045 -2.812
H 0.888 1.162 -4.930
H -1.249 0.959 -6.154
H -3.056 -0.472 -5.252
H -2.714 -1.722 -3.171
H 1.504 -3.828 -0.306
H 2.106 -6.149 -0.898
H 1.013 -7.256 -2.817
H -0.689 -6.043 -4.136
H -1.291 -3.738 -3.553
C -0.278 6.675 1.789
Si -0.444 4.807 1.942
C -2.211 4.293 1.550
C -0.005 4.274 3.691
Si 0.974 3.743 0.395
Te 0.665 1.304 0.897
Si 3.286 4.047 0.718
C 3.741 3.606 2.492
C 3.744 5.835 0.350
C 4.235 2.882 -0.424
Si 0.261 4.037 -1.829
C -0.152 5.854 -2.093
C 1.643 3.539 -3.009
C -1.256 2.974 -2.153
H -0.870 7.161 2.568
H -0.637 7.037 0.824
H 0.755 7.009 1.906
H -2.903 4.743 2.266
H -2.328 3.208 1.602
H -2.510 4.618 0.552
H -0.706 4.715 4.403
H 0.999 4.597 3.971
H -0.052 3.189 3.793
H 3.275 4.278 3.214
H 4.823 3.665 2.631
H 3.417 2.590 2.727
H 3.173 6.529 0.970
H 3.548 6.085 -0.695
H 4.804 6.014 0.541
H 3.867 1.859 -0.307
H 5.299 2.899 -0.172
H 4.134 3.160 -1.474
H 0.674 6.501 -1.792
H -1.032 6.146 -1.516
H -0.366 6.055 -3.146
H 2.430 4.295 -3.032
H 1.252 3.435 -4.025
H 2.095 2.589 -2.717
H -2.109 3.300 -1.555
H -1.057 1.927 -1.910
H -1.541 3.027 -3.207
*
```